[1]
# C6H17N2

2 unconnected molecules or ions with the total composition C6H17N2 at a distorted geometry (ωB97M-V with the def2-TZVPD basis set, the Open Molecules 2025 dataset).

Maximum force   2.77 eV/A
HOMO level (spin up / spin down)   -17.2 / -17.1 eV
ΔE to the lowest compared entry with this formula, charge and spin   81.3 kcal per mole
2S+1   2
<S²>   0.75
Frontier orbital gap (spin up / spin down)   6.4 / 5.2 eV
Net charge   +2

Atoms and positions in Å:
H -3.00699 1.48814 -1.24454
H -2.12545 -0.53009 1.92538
C 0.44166 0.22858 0.26985
N 2.85068 -0.42258 0.11067
H 1.73692 0.37750 -1.50570
H -3.54750 -0.44099 0.84688
H -3.56405 2.58620 -0.17831
H 4.38062 0.44292 -0.98200
H 1.31430 -1.24950 -1.04561
H -0.96900 0.69529 -1.29847
C -2.63174 -0.97907 1.06694
H 3.18051 -1.39181 0.15542
H 0.75156 1.17745 0.73632
H -1.00171 -1.95687 0.24927
H -2.39085 1.50491 0.26952
C 1.60746 -0.27771 -0.63791
H 4.57555 0.66661 0.80388
H 0.34711 -0.33869 1.20337
H -2.96599 -1.93989 1.46114
N -3.26041 1.62172 -0.26680
C -0.89822 0.07474 -0.41001
H 3.37336 1.57649 -0.04385
C -1.64074 -1.17289 -0.14031
H -2.15017 -1.50484 -1.05310
C 3.87109 0.59200 -0.02093



[2]
# C4H8N2

C4H8N2 in the gas phase at a distorted geometry (ωB97M-V with the def2-TZVPD basis set, the Open Molecules 2025 dataset).

Maximum force   2.31 eV/A
HOMO level   -7.7 eV
ΔE to the lowest compared entry with this formula, charge and spin   109.2 kcal per mole
Frontier orbital gap   7.8 eV
Net charge   0

Atoms and positions in Å:
H 1.00451 1.69297 0.80189
H -2.86511 -0.67409 -0.70954
C 1.63395 1.19238 0.00155
C 2.03278 -1.34827 0.15878
N -1.25648 0.29076 -0.01361
H 1.40889 -2.28726 -0.03745
H 2.73605 1.18159 0.39161
H -0.56542 -1.61645 -0.23211
H -2.80581 -0.57941 0.92232
H -1.12497 1.28784 -0.07461
N -2.64479 -0.05647 0.07815
H 1.53370 1.76623 -0.94918
C 1.14704 -0.28118 -0.13547
C -0.23435 -0.56866 -0.20234



[3]
# C4H12NO2

2 unconnected molecules or ions with the total composition C4H12NO2 at a distorted geometry (ωB97M-V with the def2-TZVPD basis set, the Open Molecules 2025 dataset).

Maximum force   3.34 eV/A
HOMO level (spin up / spin down)   -15.1 / -13.1 eV
ΔE to the lowest compared entry with this formula, charge and spin   197.5 kcal per mole
Frontier orbital gap (spin up / spin down)   11.0 / 8.2 eV
Net charge   +1

Atoms and positions in Å:
H -1.39823 -0.68343 -0.65530
H 2.04298 -0.58263 -1.59260
H -0.38942 1.67780 0.83933
H 1.58377 -1.53369 0.99258
O -2.64854 0.02747 0.55226
H -4.07345 0.57946 1.81878
H 1.55363 1.12218 -1.76610
C -0.25942 1.12584 -0.11004
H -0.06470 -0.67221 -1.97711
H 0.11137 -0.67326 1.79352
C -0.28262 -0.95738 -0.97662
H -0.09578 -2.03566 -0.68830
H 2.77923 0.54902 -0.51667
C 1.81108 0.28989 -0.98816
H 1.64980 0.26617 1.68673
N 0.58221 0.01525 -0.16991
C 1.00363 -0.52362 1.15538
H -0.81064 1.33199 -1.01961
O -3.09489 0.67679 1.62182



[4]
# C5H6

C5H6 in the gas phase at a distorted geometry (ωB97M-V with the def2-TZVPD basis set, the Open Molecules 2025 dataset).

Maximum force   2.92 eV/A
HOMO level   -8.6 eV
ΔE to the lowest compared entry with this formula, charge and spin   14.4 kcal per mole
SMILES   C1=CCC=C1
Frontier orbital gap   9.8 eV
Net charge   0

Atoms and positions in Å:
C -0.75604 0.98658 0.01341
H 1.44258 1.84113 -0.09911
H -2.29770 -0.64255 0.04917
C 0.00778 -1.17197 -0.01323
C 1.21122 -0.25714 0.01659
H 0.06071 -1.98421 -0.79941
C 0.74763 1.01698 -0.00563
H -1.34920 1.83787 0.08164
H 2.13936 -0.86122 -0.02522
C -1.22662 -0.31553 -0.04544
H 0.10040 -1.74455 0.99878



[5]
# C28H103N7O20

A molecular structure, C28H103N7O20 at a distorted geometry (ωB97M-V with the def2-TZVPD basis set, the Open Molecules 2025 dataset).

Maximum force   12.01 eV/A
HOMO level   -7.7 eV
ΔE to the lowest compared entry with this formula, charge and spin   918.2 kcal per mole
Frontier orbital gap   6.1 eV
Net charge   0

Atoms and positions in Å:
H 16.12592 -9.16498 -25.28126
H 13.29171 -5.27395 -33.24702
O 12.37493 -7.95593 -34.15079
H 16.38732 -5.69064 -33.07547
N 15.13220 -6.73344 -25.90518
O 10.04209 -4.62553 -28.92686
C 18.07462 -10.55240 -26.44200
C 9.41160 -1.99796 -28.53209
H 13.04535 -7.67087 -29.75090
O 15.56152 -4.72832 -27.10618
H 15.91093 -6.16365 -28.37530
H 23.34725 0.21697 -29.10588
H 18.90110 -1.95093 -30.61689
H 15.39076 -5.83317 -29.38954
O 14.70578 -2.86794 -25.99118
N 12.84779 -4.85691 -29.30250
H 20.89914 -1.45543 -29.31713
H 16.69850 -2.46580 -31.41751
H 18.62535 -2.73399 -32.68796
H 23.14044 -1.23155 -29.95006
H 15.93502 -2.52574 -27.71975
O 14.00369 -0.22617 -26.48240
H 13.37666 -4.16732 -32.17141
H 11.71993 -8.86265 -35.96449
H 17.56249 -11.18738 -25.71907
H 17.49461 -8.18429 -25.50622
H 12.70273 1.51317 -29.69847
H 14.66435 -5.23304 -30.93576
O 14.69907 1.02389 -29.95826
H 13.42833 -2.02335 -29.06435
N 11.72595 -2.97300 -28.61094
H 14.42560 -6.25888 -26.44889
O 17.19595 -9.51268 -27.03593
H 14.27136 -0.85689 -30.43383
O 17.05135 -1.96508 -26.25146
H 15.47712 -1.95435 -30.68364
H 10.65585 -5.31435 -28.67178
C 13.45299 -7.72653 -33.20892
H 16.01619 -4.46993 -30.22391
C 14.51360 -6.75195 -33.75661
C 16.53988 -3.77314 -33.40623
H 12.93527 -6.01819 -26.84863
H 19.12672 0.81014 -30.15273
H 17.54684 -4.51898 -29.40665
C 15.61475 -6.38903 -32.75379
N 13.76410 -5.50378 -34.10965
H 13.72357 -6.57055 -28.01714
H 17.34618 -1.83453 -25.35020
O 12.80839 -2.33140 -26.93574
H 13.16538 -9.48095 -35.28262
H 12.86876 -5.80645 -28.95893
H 13.22120 -7.84492 -36.05147
O 15.82489 -2.10264 -31.56301
C 13.53066 1.13479 -29.09892
H 13.05003 -7.16939 -32.36315
H 13.34497 -0.90193 -26.64260
C 18.26598 -0.64099 -28.82975
C 12.63297 -8.54651 -35.45998
H 15.32208 -0.94541 -27.84749
H 13.83280 -2.66124 -26.32497
C 7.33263 -0.86030 -28.68798
O 12.88419 -4.79927 -31.64763
H 15.07073 -4.11980 -26.55387
H 14.11321 -2.86560 -33.49807
H 14.85102 3.66667 -28.69143
C 13.77777 2.06038 -27.83727
H 6.92103 0.12595 -28.47348
C 20.81487 -0.37259 -29.40912
O 17.55809 -3.73012 -27.59225
H 6.73645 -1.52965 -28.06780
H 18.97692 -10.21284 -25.93342
H 12.36574 -2.33239 -27.78445
N 17.97795 -2.66296 -31.91599
H 17.39901 -6.26615 -29.71036
H 15.48925 -0.05481 -31.43093
C 14.51473 0.06722 -30.95814
H 16.28057 -2.75401 -33.69302
H 9.47714 -5.03752 -29.58056
H 17.24207 -0.44238 -29.14639
H 16.09586 -1.95770 -26.19484
H 16.11777 -7.25592 -32.32534
H 18.90398 -4.99613 -32.80598
H 12.71217 -0.72798 -29.34022
H 16.99936 -1.41761 -28.58806
C 16.67875 -8.64472 -26.06343
H 13.03984 3.88261 -28.61422
H 18.30044 -0.02745 -27.92948
C 10.95181 -1.74405 -28.42264
C 18.20711 -5.20054 -31.99316
O 13.79918 -5.99001 -27.25985
H 17.28546 -2.87471 -27.26027
H 11.27392 -1.32227 -27.47057
H 13.83929 0.25300 -31.79323
C 18.10038 -5.44389 -29.56862
H 10.95233 -3.99604 -30.14257
H 23.74533 0.06222 -30.87214
H 13.91940 4.08940 -27.17401
H 16.43155 -3.93980 -31.30969
H 17.72333 -6.14504 -32.24208
H 15.61282 -4.33608 -33.51462
C 14.05162 -2.68825 -29.66228
H 13.73134 -2.70910 -30.70396
H 9.07380 -2.71669 -27.78549
H 7.26536 -1.08583 -29.75227
H 13.05625 1.89246 -27.03769
O 8.70268 -0.78198 -28.29817
C 15.79942 -7.59418 -26.87151
H 14.87487 -2.19702 -25.32973
H 13.03160 -5.94584 -34.64643
C 23.02906 -0.15505 -30.07977
O 10.90398 -3.49490 -30.95666
H 18.69063 -5.53362 -28.65666
H 20.95913 0.14139 -28.45879
H 17.31382 -6.19119 -27.31210
O 13.00344 -7.05541 -29.01900
H 12.11696 -4.41408 -28.76408
H 11.51799 -3.93372 -31.54544
O 13.88345 -2.93677 -32.57158
H 17.19328 -4.08501 -34.22104
H 11.35884 0.30264 -29.21628
C 13.93947 3.53041 -28.10953
C 14.13725 -4.09820 -29.16005
H 18.35732 -1.68621 -28.53434
H 14.92641 0.72844 -26.89879
C 19.29612 -0.21571 -29.82554
C 15.07851 -4.96155 -29.96475
H 16.81609 -4.30634 -27.40881
C 15.95702 -1.65611 -28.37652
H 13.89116 -8.67980 -32.91335
O 15.32057 -1.94890 -29.62698
N 19.01901 -1.02036 -30.99140
H 12.11012 -2.94489 -29.54460
H 18.51928 -11.16426 -27.22684
H 19.83956 -0.94285 -31.57516
H 11.01566 -3.69040 -28.64141
C 16.59123 -6.81985 -27.83245
H 11.45434 -0.84716 -30.45343
H 18.56607 -2.78138 -31.10347
H 15.13251 -5.90255 -31.90591
H 9.26721 -2.39443 -29.53712
H 14.36943 -4.03679 -28.09684
H 17.11779 -7.55298 -28.44347
N 15.00371 1.67920 -27.23077
H 14.68824 -2.70821 -32.10650
H 15.02546 -7.17657 -34.62021
H 13.21234 0.16575 -28.71455
O 18.94251 -5.32042 -30.76255
H 14.59804 -0.61739 -25.84215
C 11.62305 -0.74183 -29.38172
H 14.98594 -8.15153 -27.33597
H 12.09585 -7.10151 -28.71835
H 15.81839 -6.03241 -25.66474
O 21.74084 0.18149 -30.38786
H 15.59627 1.59757 -28.04459
H 12.09826 -2.36280 -26.29467
C 17.23241 -3.92651 -32.04897
H 14.95022 -5.44517 -27.27552
H 13.15943 -4.63041 -30.74654



[6]
# C4H8S5

2 unconnected molecules or ions with the total composition C4H8S5 (ωB97M-V with the def2-TZVPD basis set, the Open Molecules 2025 dataset).

Maximum force   0.75 eV/A
HOMO level   -8.9 eV
ΔE to the lowest compared entry with this formula, charge and spin   19.0 kcal per mole
Frontier orbital gap   8.7 eV
Net charge   0

Atoms and positions in Å:
S -2.46078 -0.08598 -3.36599
H -0.98952 -0.06680 -0.56811
S -2.92920 2.22965 -1.69679
C -0.60848 -0.40088 0.38718
H 2.32967 1.47969 2.96691
C 0.83049 -0.74821 0.48908
S 3.06739 -1.42505 1.98763
S 1.93471 1.40184 1.70322
H -1.38857 -0.29276 -4.14374
H 1.42755 -0.67574 -0.41517
S -0.28662 -2.16351 0.53020
H -4.02457 1.45237 -1.50874
H 3.61230 -1.16061 0.80264
H 0.95165 -0.60594 2.62515
C -1.94650 1.41748 -2.78541
H -1.08727 0.05417 1.24494
C 1.56776 -0.40972 1.74699